# 1
Density functional theory data (ωB97M-V with the def2-TZVPD basis set) for a 2-piece molecular cluster, C2H10NSi overall in a non-equilibrium geometry.

Its net charge is +1. As for the LUMO energy: -6.6 eV. Its energy above the lowest of the compared OMol25 structures with the same formula, charge and spin is 113.2 kcal per mole. As for the gap between HOMO and LUMO: 7.71 eV. The value obtained for the HOMO energy is -14.294 eV.

Element x y z (Å)
Si1 -1.181 1.310 0.602
N1 -0.244 -1.193 -1.741
C1 0.569 0.711 0.323
C2 1.038 -0.412 1.340
H1 2.015 -0.757 0.917
H2 0.176 -1.059 1.015
H3 1.098 -0.112 2.372
H4 -0.910 -0.940 -2.386
H5 0.431 0.303 -0.715
H6 1.335 1.442 0.179
H7 -1.682 0.384 -0.322
H8 -2.223 2.167 1.116
H9 -0.459 -2.139 -1.724
H10 0.708 -1.061 -2.013

natural (NBO) atomic charge list, values in e, 4 entries: 1.49 -1.09 -0.90 -0.60



# 2
Density functional theory data (ωB97M-V with the def2-TZVPD basis set) for a 3-piece molecular cluster, C2H10O2S overall in a non-equilibrium geometry.

Its net charge is 0. The SMILES is CCS.O.O. As for the LUMO energy: 0.6 eV. Its energy above the lowest of the compared OMol25 structures with the same formula, charge and spin is 7.4 kcal per mole. As for the gap between HOMO and LUMO: 9.66 eV. The value obtained for the HOMO energy is -9.098 eV.

Element x y z (Å)
S1 1.288 -0.011 -0.091
O1 -0.517 2.602 1.016
O2 -1.773 0.457 -1.030
C1 -0.018 -2.386 -0.463
C2 0.167 -1.254 0.600
H1 0.533 -2.219 -1.383
H2 0.257 -3.303 0.045
H3 0.570 -1.610 1.542
H4 -1.076 -2.434 -0.714
H5 2.004 0.340 0.981
H6 -0.813 -0.849 0.850
H7 -1.315 1.080 -0.451
H8 -0.902 3.362 0.540
H9 -2.417 0.955 -1.558
H10 0.119 2.286 0.350

natural (NBO) atomic charge list, values in e, 4 entries: -0.07 -0.94 -0.96 -0.62



# 3
Density functional theory data (ωB97M-V with the def2-TZVPD basis set) for one molecule with the formula C2H10O3Si2 in a non-equilibrium geometry.

Its net charge is 0. The SMILES is C[SiH2]O[Si](C)(O)O. As for the LUMO energy: 0.3 eV. Its energy above the lowest of the compared OMol25 structures with the same formula, charge and spin is 60.3 kcal per mole. As for the gap between HOMO and LUMO: 9.86 eV. The value obtained for the HOMO energy is -9.543 eV.

Element x y z (Å)
Si1 1.664 -0.066 -0.850
Si2 -1.294 0.030 0.685
O1 2.384 -1.394 -0.156
O2 -0.446 -0.493 -0.521
O3 1.794 -0.093 -2.424
C1 1.795 1.561 0.007
C2 -2.936 -0.866 0.660
H1 1.856 2.420 -0.848
H2 -1.486 1.454 0.407
H3 2.452 1.680 0.879
H4 1.890 -1.727 0.714
H5 -0.446 0.054 1.910
H6 -3.399 -0.659 -0.315
H7 0.750 1.584 0.522
H8 -3.402 -0.455 1.535
H9 -2.950 -2.022 0.689
H10 1.775 -1.009 -2.896

natural (NBO) atomic charge list, values in e, 4 entries: 2.31 1.49 -1.12 -1.30